Entry 1:
2 unconnected molecules or ions with the total composition C12H16N2 at a distorted geometry, computed with wB97M-V/def2-TZVPD.

```
30
Properties=species:S:1:pos:R:3:nbo_charge:R:1
C 1.72401 1.85596 -0.44434 -0.64
C 1.00544 1.41566 -1.66140 0.10
C -0.26629 1.79843 -2.01077 -0.13
N -0.56609 1.08497 -3.16193 -0.53
C 0.51076 0.30149 -3.43509 0.17
N 1.48993 0.48055 -2.57982 -0.46
H 2.25435 0.99813 0.01001 0.23
H 0.94263 2.07638 0.29362 0.22
H 2.45155 2.63226 -0.61341 0.22
H -0.95817 2.46369 -1.51776 0.22
H -1.50962 0.88047 -3.44467 0.41
H 0.59529 -0.34125 -4.28469 0.20
C -2.92510 -0.14815 1.08552 -0.60
C -1.84702 -0.94682 0.30397 -0.43
C -0.56331 -1.05506 1.07817 -0.03
C -0.10865 -0.09161 2.00468 -0.21
C 1.11322 -0.31437 2.64012 -0.22
C 2.02968 -1.25539 2.14824 -0.22
C 1.68149 -2.07025 1.09438 -0.21
C 0.35733 -2.03967 0.71013 -0.19
H -3.08101 -0.59977 2.09234 0.21
H -3.89201 -0.13296 0.58071 0.21
H -2.52257 0.82329 1.29553 0.20
H -2.29930 -1.88822 -0.00657 0.22
H -1.74047 -0.64414 -0.76563 0.22
H -0.69741 0.81877 2.19230 0.21
H 1.33792 0.46033 3.35444 0.21
H 3.04763 -1.22315 2.52329 0.21
H 2.41975 -2.73623 0.68008 0.22
H 0.01603 -2.60334 -0.16146 0.20
```

Properties
HOMO-LUMO gap = 0.3422 Ha
Max |F| = 2.0 eV/A
Lowest unoccupied orbital energy = 0.74 eV
Structure (SMILES) = Cc1c[nH]cn1.CCc1ccccc1
HOMO energy = -8.571 eV
Energy above the lowest of the compared OMol25 structures with the same formula, charge and spin = 22.1 kcal per mole

***

Entry 2:
2 unconnected molecules or ions with the total composition C12H16N2 at a distorted geometry, computed with wB97M-V/def2-TZVPD.

```
30
Properties=species:S:1:pos:R:3:nbo_charge:R:1
C 4.85067 -0.67358 -0.53782 -0.61
C 3.54840 -0.49077 0.14031 -0.43
C 2.87981 0.85131 0.04947 0.09
C 1.61261 1.22067 0.40241 -0.09
N 1.48097 2.60122 0.36282 -0.56
C 2.80741 3.03072 0.01264 0.18
N 3.58839 2.04817 -0.11207 -0.46
H 5.70009 -0.12131 -0.14606 0.23
H 4.78770 -0.32385 -1.57159 0.21
H 4.99703 -1.75595 -0.61608 0.21
H 2.69343 -1.09487 -0.25185 0.21
H 3.40511 -0.91228 1.16656 0.22
H 0.77523 0.55186 0.48566 0.21
H 0.64779 3.04687 0.02091 0.41
H 2.92080 4.10818 0.01531 0.19
C -4.20849 0.09870 -1.69587 -0.64
C -3.43214 -0.48664 -0.50759 0.01
C -2.04624 -0.72657 -0.61198 -0.24
C -1.38650 -1.37161 0.45618 -0.21
C -2.10563 -1.65474 1.60551 -0.23
C -3.50165 -1.49059 1.65320 -0.19
C -4.16345 -0.85038 0.63156 -0.22
H -4.67551 0.98676 -1.29479 0.22
H -5.09167 -0.51870 -1.87514 0.22
H -3.45916 0.13807 -2.48796 0.22
H -1.48636 -0.17440 -1.36735 0.21
H -0.33391 -1.50706 0.28576 0.21
H -1.66733 -2.20433 2.43860 0.21
H -3.95036 -1.75666 2.59757 0.21
H -5.18704 -0.56824 0.75168 0.21
```

Properties
HOMO-LUMO gap = 0.3384 Ha
Max |F| = 3.8 eV/A
Lowest unoccupied orbital energy = 0.78 eV
Structure (SMILES) = CCc1c[nH]cn1.Cc1ccccc1
HOMO energy = -8.430 eV
Energy above the lowest of the compared OMol25 structures with the same formula, charge and spin = 38.5 kcal per mole

***

Entry 3:
2 unconnected molecules or ions with the total composition C12H16N2 at a distorted geometry, computed with wB97M-V/def2-TZVPD.

```
30
Properties=species:S:1:pos:R:3:nbo_charge:R:1
C -4.20056 0.50110 -0.79635 -0.61
C -2.93331 1.32284 -0.49160 -0.42
C -1.77187 0.75244 -1.25064 0.09
C -1.06190 -0.43016 -1.20068 -0.10
N -0.10355 -0.29643 -2.14865 -0.52
C -0.30932 0.84334 -2.91030 0.14
N -1.30402 1.47856 -2.34124 -0.46
H -4.21827 -0.56176 -0.56689 0.21
H -4.40559 0.38957 -1.86450 0.21
H -4.90944 1.11387 -0.20087 0.21
H -3.01216 2.39914 -0.59616 0.23
H -2.79410 1.22561 0.58533 0.20
H -1.03833 -1.26636 -0.49888 0.22
H 0.56406 -1.01838 -2.37576 0.41
H 0.46893 1.17404 -3.57785 0.20
C 2.86204 -2.56981 1.77583 -0.63
C 2.39074 -1.14946 1.58363 0.00
C 1.08434 -0.76625 2.00597 -0.22
C 0.71255 0.55535 1.78724 -0.20
C 1.37509 1.47413 0.94753 -0.23
C 2.55515 1.01622 0.38907 -0.19
C 3.07381 -0.24275 0.80779 -0.24
H 1.96640 -3.13062 2.02610 0.21
H 3.57425 -2.71812 2.59110 0.23
H 3.18034 -2.99085 0.81537 0.22
H 0.32306 -1.47585 2.31617 0.21
H -0.17899 0.70619 2.37021 0.21
H 0.98710 2.50721 0.89039 0.23
H 3.14716 1.56283 -0.34154 0.21
H 3.97638 -0.40563 0.27018 0.21
```

Properties
HOMO-LUMO gap = 0.3316 Ha
Max |F| = 3.1 eV/A
Lowest unoccupied orbital energy = 0.70 eV
Structure (SMILES) = CCc1c[nH]cn1.Cc1ccccc1
HOMO energy = -8.319 eV
Energy above the lowest of the compared OMol25 structures with the same formula, charge and spin = 36.9 kcal per mole

***

Entry 4:
2 unconnected molecules or ions with the total composition C12H16N2 at a distorted geometry, computed with wB97M-V/def2-TZVPD.

```
30
Properties=species:S:1:pos:R:3:nbo_charge:R:1
C 4.33832 0.65224 2.32926 -0.62
C 0.62670 0.22345 1.40835 -0.22
C 0.75613 0.66806 0.13555 -0.22
C 1.77594 0.37687 2.20997 -0.21
C 2.97250 0.79205 1.66661 0.02
C 1.84615 1.39842 -0.30424 -0.21
C 3.02391 1.32956 0.34095 -0.20
H -0.36431 0.00910 1.81003 0.22
H -0.08765 0.56076 -0.45004 0.16
H 1.69762 0.20345 3.27537 0.22
H 1.80363 1.68672 -1.35539 0.21
H 5.07553 0.94039 1.54332 0.21
H 4.56839 -0.32696 2.60352 0.23
H 4.02370 1.49436 -0.04035 0.23
H 4.25418 1.40348 3.25030 0.23
C -1.34899 -1.68576 -1.43360 -0.47
C -2.24303 -3.06426 -1.63469 -0.53
C -2.21330 -0.49222 -1.22489 0.32
C -2.20213 0.78491 -1.69986 0.12
C -3.85387 0.74474 -0.23284 0.30
N -3.27021 -0.48965 -0.19556 -0.43
N -3.07104 1.62405 -1.08430 -0.52
H -0.82851 -1.84365 -0.46638 0.29
H -0.71109 -1.61313 -2.19382 0.23
H -2.64183 -3.31083 -0.59068 0.23
H -1.63905 1.03403 -2.49939 0.24
H -4.65731 0.98070 0.50888 0.27
H -3.16607 2.66319 -1.37068 0.48
H -1.53371 -3.77810 -1.98614 0.23
H -2.93061 -2.96599 -2.31928 0.20
```

Properties
HOMO-LUMO gap (spin up / spin down) = 0.2974 / 0.1366 Ha
Max |F| = 6.9 eV/A
Lowest unoccupied orbital energy (spin up / spin down) = -3.53 / -7.84 eV
Charge = +1
Multiplicity = 2
HOMO energy (spin up / spin down) = -11.617 / -11.560 eV
Energy above the lowest of the compared OMol25 structures with the same formula, charge and spin = 62.3 kcal per mole

***

Entry 5:
C12H16N2O3 in the gas phase at a distorted geometry, computed with wB97M-V/def2-TZVPD.

```
33
Properties=species:S:1:pos:R:3:nbo_charge:R:1
C 3.34506 0.40588 1.17857 -0.63
C 3.11157 0.15474 -0.23948 -0.14
N 1.75503 -0.42058 -0.34327 -0.75
C 0.65651 -0.05323 0.51706 0.74
O 0.41414 -0.65054 1.55336 -0.53
C -0.27890 1.12454 0.22194 -0.15
N 0.40636 2.32749 0.12937 -0.85
C -1.02541 0.73462 -1.02659 -0.44
C -2.27232 -0.05369 -0.74386 0.00
C -2.19937 -1.33842 -0.05502 -0.24
C -3.39504 -1.88531 0.45298 -0.19
C -4.63208 -1.25362 0.34706 -0.24
C -4.70836 -0.05921 -0.31024 -0.20
C -3.58607 0.52620 -0.89829 -0.23
C 4.39758 -0.67960 -0.55075 0.81
O 5.50057 -0.34423 -0.28352 -0.57
O 4.06086 -1.93778 -0.89780 -0.69
H 2.43080 0.91661 1.70085 0.21
H 4.24428 0.99865 1.49436 0.25
H 3.42675 -0.55825 1.77935 0.24
H 3.21257 0.96486 -0.93577 0.21
H 1.33214 -1.10948 -0.96649 0.42
H -1.11749 1.19985 0.92104 0.20
H 1.28999 2.26879 0.48672 0.36
H 0.01728 3.24236 0.31714 0.39
H -1.31878 1.68614 -1.52094 0.23
H -0.44007 0.13802 -1.81189 0.22
H -1.20467 -1.71806 0.35665 0.23
H -3.43053 -2.80212 0.95983 0.21
H -5.62172 -1.63431 0.72553 0.22
H -5.64932 0.63627 -0.24630 0.21
H -3.51030 1.62680 -1.13493 0.21
H 4.78894 -2.45339 -1.17665 0.49
```

Properties
HOMO-LUMO gap = 0.3493 Ha
Max |F| = 5.3 eV/A
Lowest unoccupied orbital energy = 0.57 eV
Structure (SMILES) = C[C@H](NC(=O)[C@@H](N)Cc1ccccc1)C(=O)O
HOMO energy = -8.940 eV
Energy above the lowest of the compared OMol25 structures with the same formula, charge and spin = 88.9 kcal per mole

***

Entry 6:
C12H16N2O4 in the gas phase at a distorted geometry, computed with wB97M-V/def2-TZVPD.

```
34
Properties=species:S:1:pos:R:3:nbo_charge:R:1
C 4.71316 -1.90169 -0.57059 -0.61
C 4.12376 -0.61644 -0.09040 -0.14
N 4.41004 -0.44142 1.36231 -0.83
C 2.61538 -0.58160 -0.24274 0.68
O 1.91850 -1.56366 -0.44401 -0.63
N 2.04610 0.63826 -0.08473 -0.61
C 0.63482 0.79503 -0.21439 -0.17
C -0.18614 0.26838 0.94105 -0.43
C -1.62055 -0.11162 0.65627 -0.09
C -2.71594 0.58680 1.07290 -0.22
C -4.02058 0.22459 0.73099 -0.26
C -4.22012 -0.90613 -0.07932 0.30
O -5.49314 -1.24557 -0.36598 -0.65
C -3.12153 -1.65015 -0.50051 -0.29
C -1.80216 -1.26410 -0.17581 -0.17
C 0.33118 2.26522 -0.51475 0.80
O 1.18977 3.08789 -0.57208 -0.58
O -0.95919 2.57247 -0.73236 -0.68
H 5.80102 -1.94700 -0.37021 0.21
H 4.21918 -2.68945 0.00642 0.23
H 4.54680 -2.04685 -1.63671 0.22
H 4.58357 0.15789 -0.73726 0.17
H 5.40615 -0.54326 1.55820 0.36
H 4.12489 0.47625 1.70741 0.36
H 2.65819 1.41935 -0.12944 0.42
H 0.31469 0.23084 -1.09017 0.23
H -0.17544 1.01278 1.77418 0.21
H 0.33496 -0.66278 1.33602 0.26
H -2.52444 1.48882 1.66948 0.22
H -4.91912 0.83231 1.03368 0.24
H -5.49935 -2.01016 -0.93809 0.48
H -3.19834 -2.50224 -1.16776 0.21
H -0.94462 -1.85662 -0.50404 0.24
H -1.55650 1.80353 -0.61540 0.51
```

Properties
HOMO-LUMO gap = 0.3495 Ha
Max |F| = 3.0 eV/A
Lowest unoccupied orbital energy = 0.65 eV
Structure (SMILES) = C[C@H](N)C(=O)N[C@@H](Cc1ccc(O)cc1)C(=O)O
HOMO energy = -8.862 eV
Energy above the lowest of the compared OMol25 structures with the same formula, charge and spin = 12.4 kcal per mole

***

Please write out number 5 again, unchanged.
C12H16N2O3 in the gas phase at a distorted geometry, computed with wB97M-V/def2-TZVPD.

```
33
Properties=species:S:1:pos:R:3:nbo_charge:R:1
C 3.34506 0.40588 1.17857 -0.63
C 3.11157 0.15474 -0.23948 -0.14
N 1.75503 -0.42058 -0.34327 -0.75
C 0.65651 -0.05323 0.51706 0.74
O 0.41414 -0.65054 1.55336 -0.53
C -0.27890 1.12454 0.22194 -0.15
N 0.40636 2.32749 0.12937 -0.85
C -1.02541 0.73462 -1.02659 -0.44
C -2.27232 -0.05369 -0.74386 0.00
C -2.19937 -1.33842 -0.05502 -0.24
C -3.39504 -1.88531 0.45298 -0.19
C -4.63208 -1.25362 0.34706 -0.24
C -4.70836 -0.05921 -0.31024 -0.20
C -3.58607 0.52620 -0.89829 -0.23
C 4.39758 -0.67960 -0.55075 0.81
O 5.50057 -0.34423 -0.28352 -0.57
O 4.06086 -1.93778 -0.89780 -0.69
H 2.43080 0.91661 1.70085 0.21
H 4.24428 0.99865 1.49436 0.25
H 3.42675 -0.55825 1.77935 0.24
H 3.21257 0.96486 -0.93577 0.21
H 1.33214 -1.10948 -0.96649 0.42
H -1.11749 1.19985 0.92104 0.20
H 1.28999 2.26879 0.48672 0.36
H 0.01728 3.24236 0.31714 0.39
H -1.31878 1.68614 -1.52094 0.23
H -0.44007 0.13802 -1.81189 0.22
H -1.20467 -1.71806 0.35665 0.23
H -3.43053 -2.80212 0.95983 0.21
H -5.62172 -1.63431 0.72553 0.22
H -5.64932 0.63627 -0.24630 0.21
H -3.51030 1.62680 -1.13493 0.21
H 4.78894 -2.45339 -1.17665 0.49
```

Properties
HOMO-LUMO gap = 0.3493 Ha
Max |F| = 5.3 eV/A
Lowest unoccupied orbital energy = 0.57 eV
Structure (SMILES) = C[C@H](NC(=O)[C@@H](N)Cc1ccccc1)C(=O)O
HOMO energy = -8.940 eV
Energy above the lowest of the compared OMol25 structures with the same formula, charge and spin = 88.9 kcal per mole

***

Q: Among the records above, which one has the lowest energy above the lowest of the compared OMol25 structures with the same formula, charge and spin?
A: C12H16N2O4

***

Q: What is the energy above the lowest of the compared OMol25 structures with the same formula, charge and spin in the second record?
A: 38.5 kcal per mole